a:
# C9H14

2 unconnected molecules or ions with the total composition C9H14 (ωB97M-V/def2-TZVPD, the Open Molecules 2025 dataset).

Its frontier orbital gap is 9.95 eV. The SMILES is Cc1ccccc1.CC. The value obtained for the HOMO energy is -8.93 eV. The net charge is 0.

The geometry in XYZ format:
```
23
Properties=species:S:1:pos:R:3:mulliken_charge:R:1
C -0.2021 0.6764 3.2086 -0.415
C -1.0950 1.9058 3.2124 -0.953
H -0.5523 -0.1199 3.8715 0.342
H -0.1267 0.2257 2.2243 -0.173
H 0.8092 0.8855 3.5607 0.292
H -0.5751 2.6857 2.6579 0.263
H -1.2513 2.4077 4.1742 0.314
H -2.0806 1.7138 2.7985 0.289
C -0.9340 -1.0149 -3.4835 -1.422
C 1.5692 -0.5444 -0.0247 -0.503
C 0.2885 -1.1048 0.0938 -0.491
C 1.9541 -0.0339 -1.2558 -0.281
C -0.4633 -1.2717 -1.0582 -0.599
C 1.1391 -0.0732 -2.3869 -0.504
C -0.0509 -0.7832 -2.3090 0.881
H 2.2482 -0.4025 0.8034 0.374
H -0.1917 -1.2391 1.0467 0.569
H 2.8980 0.4983 -1.2851 0.334
H -1.3694 -1.8648 -1.0084 0.284
H 1.4406 0.3924 -3.3142 0.383
H -1.6856 -1.7913 -3.4371 0.356
H -0.3786 -1.1153 -4.4244 0.353
H -1.3903 -0.0324 -3.6648 0.307
```



b:
# C9H14

2 unconnected molecules or ions with the total composition C9H14 (ωB97M-V/def2-TZVPD, the Open Molecules 2025 dataset).

Its frontier orbital gap is 9.74 eV. The SMILES is Cc1ccccc1.CC. The value obtained for the HOMO energy is -8.75 eV. The net charge is 0.

The geometry in XYZ format:
```
23
Properties=species:S:1:pos:R:3:mulliken_charge:R:1
C -2.1801 2.1614 -1.2370 -0.480
C -1.5063 2.3768 -2.6075 -0.872
H -1.3444 1.8562 -0.6071 -0.089
H -2.2942 3.1689 -0.8337 0.278
H -3.0570 1.5455 -1.0939 0.366
H -2.1554 2.0759 -3.4440 0.261
H -0.6003 1.7443 -2.7262 0.249
H -1.2555 3.3972 -2.8816 0.293
C 2.2744 -2.6490 0.0299 -1.267
C -0.3886 0.2163 1.7077 -0.528
C 0.8935 0.5893 1.3123 -0.296
C -0.5811 -1.1786 1.8552 -0.201
C 1.8390 -0.3720 1.0167 -0.674
C 0.3085 -2.1683 1.5278 -0.656
C 1.4954 -1.7190 0.8886 0.713
H -1.1786 0.9258 1.8001 0.510
H 1.2127 1.6236 1.3564 0.386
H -1.5695 -1.3236 2.3003 0.288
H 2.8497 -0.1737 0.6802 0.326
H 0.0501 -3.1968 1.5966 0.407
H 3.2065 -2.4245 -0.4794 0.392
H 1.5602 -2.8899 -0.7569 0.300
H 2.4209 -3.5858 0.5955 0.294
```



c:
# C9H14

2 unconnected molecules or ions with the total composition C9H14 (ωB97M-V/def2-TZVPD, the Open Molecules 2025 dataset).

Its frontier orbital gap is 9.90 eV. The SMILES is Cc1ccccc1.CC. The value obtained for the HOMO energy is -8.88 eV. The net charge is 0.

The geometry in XYZ format:
```
23
Properties=species:S:1:pos:R:3:mulliken_charge:R:1
C -0.9174 0.2691 -2.9364 -0.680
C -2.4171 0.5984 -2.8886 -0.875
H -0.3477 0.5927 -2.0688 0.097
H -0.7980 -0.8063 -3.0529 0.249
H -0.4530 0.7836 -3.7789 0.360
H -2.9795 -0.1951 -2.4043 0.281
H -2.7687 0.6686 -3.9201 0.331
H -2.6320 1.5658 -2.4352 0.260
C -0.9354 -1.1208 0.6565 -1.207
C 1.9924 1.2304 1.3260 -0.525
C 2.7078 0.4763 2.2523 -0.528
C 0.7644 0.7732 0.8759 -0.339
C 0.2186 -0.4150 1.3366 0.829
C 2.1041 -0.6454 2.8007 -0.358
C 0.8607 -1.0845 2.3902 -0.551
H 2.4252 2.1457 0.9577 0.368
H 3.6582 0.8672 2.5920 0.352
H 0.2127 1.3074 0.1066 0.344
H 2.6975 -1.1608 3.5515 0.327
H -0.7844 -2.1899 0.5636 0.381
H -1.2953 -0.5428 -0.1839 0.152
H 0.4188 -1.9618 2.8410 0.367
H -1.7321 -1.1561 1.4184 0.362
```



d:
# C9H14

2 unconnected molecules or ions with the total composition C9H14 (ωB97M-V/def2-TZVPD, the Open Molecules 2025 dataset).

Its frontier orbital gap is 9.85 eV. The SMILES is Cc1ccccc1.CC. The value obtained for the HOMO energy is -8.95 eV. The net charge is 0.

The geometry in XYZ format:
```
23
Properties=species:S:1:pos:R:3:mulliken_charge:R:1
C -0.4967 -3.1575 -1.6773 -1.388
C -1.6170 0.4684 0.2562 -0.758
C -2.6103 -0.4874 -0.0119 -0.130
C -0.3619 -0.0280 0.4044 -0.267
C -2.2585 -1.7731 -0.5338 -0.647
C 0.1058 -1.1633 -0.2055 -0.619
C -0.9132 -1.9783 -0.7742 1.182
H -1.7739 1.4368 0.6257 0.394
H -3.7590 -0.3703 0.0635 0.258
H 0.3073 0.6894 0.8411 0.367
H -3.0137 -2.4166 -1.0164 0.302
H 1.1631 -1.2943 -0.3472 0.318
H 0.4955 -3.3750 -1.6956 0.408
H -0.6689 -2.8935 -2.7604 0.253
H -1.1859 -3.9846 -1.4003 0.326
C 3.5067 2.7663 0.9446 -0.869
C 2.8646 4.0427 1.3395 -0.692
H 4.5664 2.9941 0.6505 0.271
H 3.5436 1.9595 1.7514 0.256
H 3.2129 2.0677 0.1824 0.333
H 1.7651 3.8265 1.6328 0.174
H 2.7737 4.8457 0.6229 0.309
H 3.2572 4.3752 2.3974 0.220
```



Q: What are the energies relative to the best structure? A: a 6.9; b 74.4; c 0.0; d 138.2, in kJ/mol.



a:
# C9H14

2 unconnected molecules or ions with the total composition C9H14 (ωB97M-V/def2-TZVPD, the Open Molecules 2025 dataset).

Its frontier orbital gap is 9.99 eV. The SMILES is Cc1ccccc1.CC. The value obtained for the HOMO energy is -8.95 eV. The net charge is 0.

The geometry in XYZ format:
```
23
Properties=species:S:1:pos:R:3:mulliken_charge:R:1
C -1.6609 2.9239 -0.4930 -1.299
C -1.4293 -1.2528 0.6714 -0.727
C -2.4321 -0.4015 1.1536 -0.271
C -0.4898 -0.6301 -0.1867 -0.244
C -2.4714 0.9542 0.9526 -0.597
C -0.5432 0.7188 -0.4306 -0.355
C -1.5970 1.5066 0.0245 0.799
H -1.2886 -2.2238 1.1049 0.372
H -3.1285 -0.8424 1.8660 0.310
H 0.3297 -1.2160 -0.5800 0.331
H -3.2169 1.6244 1.3694 0.382
H 0.0666 1.0726 -1.2633 0.184
H -2.5888 3.0176 -1.0933 0.293
H -0.8929 3.1615 -1.2129 0.369
H -1.6220 3.6772 0.3016 0.311
C 2.8403 -1.6415 0.5187 -0.608
C 2.9406 -1.4240 -0.9740 -0.882
H 3.5328 -2.2536 1.0762 0.387
H 2.8776 -0.6188 0.9242 0.196
H 1.8682 -2.1568 0.6855 0.148
H 3.2400 -0.5146 -1.4881 0.340
H 1.9589 -1.4150 -1.4826 0.262
H 3.7067 -2.0660 -1.4440 0.300
```



b:
# C9H14

2 unconnected molecules or ions with the total composition C9H14 (ωB97M-V/def2-TZVPD, the Open Molecules 2025 dataset).

Its frontier orbital gap is 10.02 eV. The SMILES is Cc1ccccc1.CC. The value obtained for the HOMO energy is -9.01 eV. The net charge is 0.

The geometry in XYZ format:
```
23
Properties=species:S:1:pos:R:3:mulliken_charge:R:1
C -1.9031 -2.1520 -1.2021 -1.028
C -0.6117 -1.4702 -1.6626 -0.420
H -2.6889 -1.4442 -1.4657 0.274
H -2.1142 -3.0324 -1.8058 0.332
H -1.9259 -2.5561 -0.1892 0.312
H 0.3029 -1.9990 -1.4086 0.278
H -0.5736 -0.4763 -1.2608 -0.032
H -0.7549 -1.3391 -2.7574 0.299
C -0.8969 1.3649 2.2594 -1.481
C 1.8570 -0.3917 0.3640 -0.630
C 2.0949 0.5199 -0.6687 -0.474
C 1.0045 -0.0427 1.3929 -0.472
C 0.2405 1.1506 1.3058 1.165
C 1.3491 1.6658 -0.7463 -0.292
C 0.3392 1.9814 0.1954 -0.821
H 2.5331 -1.2347 0.4596 0.398
H 2.9386 0.3480 -1.3290 0.378
H 0.7478 -0.6021 2.2889 0.393
H 1.6223 2.4810 -1.4153 0.358
H -1.5407 2.1318 1.8584 0.403
H -0.4909 1.6725 3.2408 0.316
H -0.0695 2.9713 0.1080 0.401
H -1.4597 0.4533 2.4384 0.343
```



c:
# C9H14

2 unconnected molecules or ions with the total composition C9H14 (ωB97M-V/def2-TZVPD, the Open Molecules 2025 dataset).

Its frontier orbital gap is 9.73 eV. The SMILES is Cc1ccccc1.CC. The value obtained for the HOMO energy is -8.73 eV. The net charge is 0.

The geometry in XYZ format:
```
23
Properties=species:S:1:pos:R:3:mulliken_charge:R:1
C 2.6553 1.4652 1.2932 -0.959
C 1.8505 1.4872 2.5426 -0.640
H 2.6539 2.4552 0.6446 0.255
H 3.7364 1.3428 1.3076 0.405
H 2.3722 0.8682 0.5196 0.257
H 0.7831 1.3148 2.3106 0.200
H 1.9659 2.5923 2.9038 0.264
H 2.3770 0.9038 3.4132 0.234
C -2.7057 0.7388 -1.2010 -1.067
C -1.9092 -1.5374 -1.6314 -0.659
C -1.7324 -0.3104 -0.9748 0.763
C -0.9002 -2.4880 -1.5724 -0.362
C -0.5887 -0.0595 -0.2370 -0.214
C 0.2637 -2.2513 -0.8564 -0.748
C 0.2811 -1.1057 -0.0568 -0.215
H -2.8610 -1.8619 -2.1831 0.250
H -0.9417 -3.3169 -2.2168 0.397
H -2.6788 0.6276 -2.3490 0.283
H -2.5477 1.6991 -0.5020 0.303
H -0.4873 0.9340 0.0872 0.332
H 1.1210 -2.9456 -0.7963 0.338
H 1.1754 -0.9984 0.5588 0.343
H -3.8828 0.4460 -1.0042 0.239
```



Q: What are the energies relative to the best structure? A: a 56.6; b 0.0; c 172.4, in kJ/mol.



a:
# C9H14

2 unconnected molecules or ions with the total composition C9H14 (ωB97M-V/def2-TZVPD, the Open Molecules 2025 dataset).

Its frontier orbital gap is 10.00 eV. The SMILES is Cc1ccccc1.CC. The value obtained for the HOMO energy is -8.98 eV. The net charge is 0.

The geometry in XYZ format:
```
23
Properties=species:S:1:pos:R:3:mulliken_charge:R:1
C 1.0911 -3.1273 0.6290 -1.414
C 0.3821 -0.0047 -1.5221 -0.733
C 1.0602 -0.8639 -0.6857 -0.289
C -1.0154 -0.0585 -1.5310 -0.518
C 0.4487 -1.9579 -0.1012 0.773
C -1.6624 -1.0654 -0.8064 -0.342
C -0.9638 -2.0553 -0.1223 -0.501
H 0.9418 0.8332 -1.9487 0.546
H 2.1504 -0.7734 -0.6000 0.283
H -1.5907 0.6880 -2.0426 0.393
H -2.7264 -0.9008 -0.7041 0.356
H 0.6373 -3.2120 1.6167 0.345
H 2.1248 -2.7789 0.8295 0.359
H -1.3853 -2.8258 0.5100 0.362
H 0.8154 -4.0263 0.1135 0.353
C 0.6639 2.9127 0.5297 -0.561
C -0.7630 2.5385 1.0268 -0.694
H 0.9736 2.3269 -0.3366 -0.022
H 0.6603 4.0138 0.4822 0.334
H 1.5628 2.7263 1.1965 0.244
H -1.1273 1.5446 0.7560 0.146
H -0.8885 2.7328 2.0917 0.330
H -1.3897 3.3333 0.6192 0.252
```



b:
# C9H14

2 unconnected molecules or ions with the total composition C9H14 (ωB97M-V/def2-TZVPD, the Open Molecules 2025 dataset).

Its frontier orbital gap is 9.66 eV. The SMILES is Cc1ccccc1.CC. The value obtained for the HOMO energy is -8.67 eV. The net charge is 0.

The geometry in XYZ format:
```
23
Properties=species:S:1:pos:R:3:mulliken_charge:R:1
C -2.0752 2.0124 -0.0255 -1.462
C 0.3421 1.7792 0.1066 -0.850
C -0.8663 1.2707 -0.4371 1.374
C 1.4728 1.1819 -0.4409 -0.218
C -1.1150 0.1586 -1.2698 -0.827
C 1.2992 0.2358 -1.4790 -0.767
C 0.0794 -0.3306 -1.7827 -0.303
H 0.5681 2.5576 0.7921 0.354
H 2.4998 1.3952 -0.2189 0.419
H -2.7141 1.5266 0.6594 0.343
H -2.9030 2.1414 -0.7597 0.356
H -2.1042 -0.1418 -1.5398 0.479
H 2.1479 0.0581 -2.1218 0.370
H -0.1087 -1.1172 -2.4107 0.463
H -1.8218 3.0415 0.4203 0.269
C -0.0439 -3.1814 1.9777 -0.840
C 1.1560 -2.1092 2.0771 -0.814
H 0.1869 -4.0820 1.5004 0.344
H -0.2450 -3.4079 3.0753 0.251
H -0.9822 -2.5721 1.7500 0.223
H 0.7226 -1.2157 2.5555 0.238
H 1.5175 -1.8299 1.0810 0.206
H 1.7421 -2.4586 2.8595 0.391
```



c:
# C9H14

2 unconnected molecules or ions with the total composition C9H14 (ωB97M-V/def2-TZVPD, the Open Molecules 2025 dataset).

Its frontier orbital gap is 9.77 eV. The SMILES is Cc1ccccc1.CC. The value obtained for the HOMO energy is -8.76 eV. The net charge is 0.

The geometry in XYZ format:
```
23
Properties=species:S:1:pos:R:3:mulliken_charge:R:1
C 2.5944 -1.0555 0.4750 -0.913
C 1.7746 -2.1932 1.1920 -0.825
H 2.4485 -0.9067 -0.5898 0.197
H 2.6547 -0.2972 1.0839 0.413
H 3.6952 -1.2562 0.3962 0.385
H 0.7542 -1.7680 1.3784 0.296
H 2.0536 -3.2025 0.6357 0.220
H 2.2881 -2.3454 2.2606 0.313
C -1.7447 3.0223 -0.1464 -1.086
C -2.2953 0.4453 -0.0721 -0.106
C -1.4051 1.5626 -0.1687 0.528
C -1.9814 -0.8421 -0.4340 -0.312
C -0.6861 -1.1568 -0.7563 -0.844
C -0.1156 1.2086 -0.6373 -0.395
C 0.3122 -0.1193 -0.9044 -0.860
H -3.3824 0.5832 0.1290 0.262
H -2.8812 -1.6310 -0.5537 0.207
H -2.0445 3.2719 0.9607 0.262
H -2.6925 3.2786 -0.6294 0.317
H -0.4203 -2.0573 -0.9856 0.737
H 0.6546 2.0045 -0.5967 0.216
H 1.3163 -0.2465 -1.3819 0.709
H -0.8972 3.7008 -0.6550 0.279
```



Q: What are the energies relative to the best structure? A: a 0.0; b 103.4; c 207.0, in kJ/mol.



a:
# C9H14

2 unconnected molecules or ions with the total composition C9H14 (ωB97M-V/def2-TZVPD, the Open Molecules 2025 dataset).

Its frontier orbital gap is 10.07 eV. The SMILES is Cc1ccccc1.CC. The value obtained for the HOMO energy is -9.03 eV. The net charge is 0.

The geometry in XYZ format:
```
23
Properties=species:S:1:pos:R:3:mulliken_charge:R:1
C 1.8218 -2.3958 -0.7684 -1.400
C -0.9164 0.1351 0.0019 -0.486
C -1.6256 -0.5685 0.9825 -0.472
C 0.2104 -0.4540 -0.5203 -0.071
C 0.6444 -1.7092 -0.1260 0.602
C -1.2741 -1.8476 1.3314 -0.575
C -0.1551 -2.4240 0.7600 -0.300
H -1.3757 1.0481 -0.3411 0.418
H -2.4815 -0.0578 1.4009 0.349
H 0.7864 0.0458 -1.2942 0.238
H -1.8354 -2.3716 2.0930 0.356
H 2.5274 -2.7802 -0.0330 0.332
H 2.3660 -1.7146 -1.4166 0.366
H 0.1421 -3.4135 1.0989 0.338
H 1.5146 -3.2204 -1.4057 0.305
C 0.6005 3.4373 -1.1170 -0.680
C -0.0550 4.1813 0.0341 -0.911
H 1.6315 3.1859 -0.8601 0.248
H 0.0088 2.5894 -1.4355 0.123
H 0.8256 4.0831 -1.9757 0.356
H -0.8727 4.8237 -0.2870 0.272
H 0.6654 4.8275 0.5440 0.324
H -0.3961 3.4945 0.8161 0.268
```



b:
# C9H14

2 unconnected molecules or ions with the total composition C9H14 (ωB97M-V/def2-TZVPD, the Open Molecules 2025 dataset).

Its frontier orbital gap is 9.96 eV. The SMILES is Cc1ccccc1.CC. The value obtained for the HOMO energy is -9.01 eV. The net charge is 0.

The geometry in XYZ format:
```
23
Properties=species:S:1:pos:R:3:mulliken_charge:R:1
C 0.1925 2.8349 -0.8047 -0.435
C 0.2958 4.2932 -0.7129 -1.007
H 1.2318 2.2588 -0.6437 0.207
H -0.6030 2.5358 -0.0536 0.015
H -0.0443 2.3984 -1.7919 0.393
H 0.4654 4.7220 -1.7014 0.269
H 1.0753 4.3942 0.1368 0.215
H -0.5660 4.8832 -0.4278 0.324
C 0.2988 -4.0195 -0.0409 -1.236
C -0.5393 0.1826 0.8324 -0.079
C 0.4347 -0.1840 -0.0965 0.127
C -1.2680 -0.8548 1.4221 -0.765
C 0.7378 -1.5165 -0.3717 -0.706
C -0.9454 -2.2353 1.1390 -0.357
C 0.0484 -2.5949 0.2893 0.833
H -0.8993 1.1908 1.1337 0.275
H 1.1611 0.4755 -0.4864 0.218
H -2.0902 -0.6913 2.1104 0.346
H 1.4799 -1.7704 -1.1461 0.232
H -1.4886 -3.0498 1.7381 0.250
H -0.6825 -4.3934 -0.4653 0.261
H 0.5466 -4.7395 0.7403 0.327
H 1.1585 -4.1201 -0.7993 0.293
```



c:
# C9H14

2 unconnected molecules or ions with the total composition C9H14 (ωB97M-V/def2-TZVPD, the Open Molecules 2025 dataset).

Its frontier orbital gap is 9.67 eV. The SMILES is Cc1ccccc1.CC. The value obtained for the HOMO energy is -8.72 eV. The net charge is 0.

The geometry in XYZ format:
```
23
Properties=species:S:1:pos:R:3:mulliken_charge:R:1
C -0.5964 2.1806 0.1740 -0.529
C -1.0453 3.6304 -0.1347 -1.100
H -1.0941 1.5103 -0.4858 0.306
H 0.4204 1.9276 0.0427 0.100
H -0.8892 1.9683 1.2083 0.263
H -0.9974 3.9874 -1.1141 0.389
H -2.0518 3.7734 0.3207 0.265
H -0.3305 4.2529 0.3718 0.297
C 2.2468 -0.4242 0.7088 -1.440
C -0.2308 -1.4172 1.0515 -0.010
C 0.9904 -1.1082 0.2767 0.628
C -1.1755 -2.2570 0.6147 -0.573
C 0.9854 -1.6494 -1.0222 -0.143
C -1.1554 -2.6729 -0.7339 -0.107
C -0.1030 -2.3251 -1.6291 -0.871
H -0.3227 -0.8415 1.9883 0.300
H -2.0101 -2.7049 1.2973 0.236
H 2.3084 -0.3309 1.8069 0.313
H 2.2412 0.5989 0.2766 0.254
H 1.7800 -1.3502 -1.7531 0.233
H -2.0041 -3.3097 -0.9289 0.323
H -0.0900 -2.7357 -2.6340 0.380
H 3.1238 -0.7026 0.2973 0.485
```



Q: What are the energies relative to the best structure? A: a 0.0; b 138.6; c 114.9, in kJ/mol.